{"formula": "C3H5NS", "method": "ωB97M-V with the def2-TZVPD basis set", "species": ["C", "N", "C", "C", "S", "H", "H", "H", "H", "H"], "xyz": [[0.6886, 1.7608, -0.1078], [-0.1332, 0.9042, 0.3458], [-0.8508, -0.1985, 0.0642], [0.0142, -1.3832, 0.0627], [-2.4420, 0.0016, -0.1057], [1.0378, 2.6841, 0.3480], [1.1070, 1.7211, -1.0733], [1.1097, -1.2660, 0.3709], [-0.1405, -2.0109, -0.7748], [-0.3907, -2.2131, 0.8701]], "forces_ev_per_a": [[-1.29, -0.99, 0.38], [1.39, 2.41, 0.55], [1.51, 1.42, 0.08], [0.30, -3.67, 3.74], [-1.03, -0.60, -0.46], [-0.34, -0.38, 1.19], [0.15, -0.52, -1.72], [-1.65, 0.25, -0.85], [0.19, -0.16, -1.42], [0.76, 2.25, -1.50]], "max_force_ev_per_a": 5.2, "homo_ev": -8.5, "smiles": "C=NC(C)=S", "total_energy_ev": -15515.245, "charge": 0, "multiplicity": 1}

---

{"formula": "C4H7NO", "method": "ωB97M-V with the def2-TZVPD basis set", "species": ["O", "N", "C", "C", "C", "C", "H", "H", "H", "H", "H", "H", "H"], "xyz": [[2.3810, -0.7849, 0.3251], [1.8825, 0.0359, -0.6996], [0.6143, -0.1035, -0.8162], [-0.3502, -0.7172, 0.0640], [-1.6912, -0.1028, 0.2624], [-0.7277, 0.9991, 0.3301], [3.3270, -0.7145, 0.1555], [0.2177, 0.2825, -1.7267], [-0.0425, -1.6139, 0.6255], [-2.4582, -0.1223, -0.5012], [-2.0716, -0.3260, 1.2548], [-0.7344, 1.7195, -0.5043], [-0.3465, 1.4480, 1.2306]], "forces_ev_per_a": [[0.37, 0.09, 0.68], [-0.25, -0.76, -1.17], [0.59, -0.59, -1.35], [0.29, 0.56, 0.16], [-0.50, 0.06, -0.06], [-0.51, 0.03, 0.83], [-0.12, -0.06, 0.26], [-0.07, 0.76, -0.56], [0.18, 1.31, 0.75], [-0.07, 0.14, -0.14], [-0.15, -0.46, -0.17], [0.50, -0.81, 0.33], [-0.25, -0.29, 0.43]], "max_force_ev_per_a": 1.6, "homo_ev": -7.8, "smiles": "O/N=C\\C1CC1", "total_energy_ev": -7794.066, "charge": 0, "multiplicity": 1}

---

{"formula": "C35H78CaN3O7", "method": "ωB97M-V with the def2-TZVPD basis set", "species": ["Ca", "O", "C", "O", "O", "H", "C", "C", "C", "O", "C", "H", "H", "H", "H", "H", "H", "H", "H", "C", "C", "C", "O", "C", "H", "H", "H", "H", "H", "H", "H", "H", "C", "C", "C", "O", "C", "H", "H", "H", "H", "H", "H", "H", "H", "C", "C", "C", "O", "C", "H", "H", "H", "H", "H", "H", "H", "H", "C", "C", "N", "C", "C", "C", "C", "H", "H", "H", "H", "H", "H", "H", "H", "H", "H", "H", "H", "H", "H", "H", "C", "C", "N", "C", "C", "C", "C", "H", "H", "H", "H", "H", "H", "H", "H", "H", "H", "H", "H", "H", "H", "H", "C", "C", "N", "C", "C", "C", "C", "H", "H", "H", "H", "H", "H", "H", "H", "H", "H", "H", "H", "H", "H", "H"], "xyz": [[-3.1174, 5.7563, -3.5024], [-6.9094, 1.5556, -3.2818], [-6.0420, 2.5143, -3.4108], [-4.8342, 2.2786, -3.6911], [-6.2903, 3.7191, -3.2410], [-6.4338, 0.7288, -3.3908], [-9.3038, 10.3333, 2.1684], [-9.4896, 9.2412, 1.1345], [-8.0508, 8.8406, 0.7821], [-7.4001, 8.8715, 2.0760], [-7.9122, 9.9737, 2.7857], [-10.1195, 10.3970, 2.8886], [-9.2553, 11.2588, 1.5947], [-10.0603, 9.5801, 0.2699], [-9.9775, 8.3607, 1.5527], [-7.5690, 9.5792, 0.1414], [-8.0723, 7.8338, 0.3650], [-7.2611, 10.8324, 2.6224], [-7.9046, 9.7277, 3.8475], [2.4316, 2.0996, -2.7794], [2.8660, 3.5345, -2.9390], [1.7283, 4.3700, -2.3290], [0.5841, 3.5716, -2.7013], [0.9436, 2.1820, -2.6681], [2.8933, 1.5757, -1.9424], [2.7866, 1.5120, -3.6260], [3.0093, 3.7661, -3.9944], [3.8212, 3.7499, -2.4601], [1.8554, 5.3969, -2.6717], [1.7827, 4.4433, -1.2429], [0.5026, 1.6320, -3.4994], [0.6007, 1.7619, -1.7225], [-11.3608, 3.8868, -6.1370], [-12.3219, 2.7418, -5.8965], [-13.6169, 3.4940, -5.4554], [-13.3250, 4.8777, -5.5968], [-11.9020, 5.0484, -5.3735], [-11.3091, 4.1198, -7.2005], [-10.3819, 3.6309, -5.7316], [-12.0082, 2.1411, -5.0427], [-12.5124, 2.0843, -6.7447], [-13.9503, 3.2885, -4.4382], [-14.4238, 3.3138, -6.1657], [-11.6226, 4.9685, -4.3229], [-11.5593, 6.0088, -5.7585], [-13.1830, 1.5404, 2.0824], [-12.7022, 1.5263, 0.6710], [-12.0146, 2.8773, 0.5659], [-11.5430, 3.1108, 1.9169], [-12.0785, 2.1736, 2.8156], [-13.4482, 0.5187, 2.3545], [-14.0897, 2.1433, 2.1329], [-13.5276, 1.3212, -0.0108], [-12.0071, 0.6982, 0.5331], [-12.7083, 3.6873, 0.3410], [-11.2131, 2.7969, -0.1685], [-12.3556, 2.5353, 3.8058], [-11.3812, 1.3470, 2.9526], [-5.8276, 1.9460, 2.7356], [-5.4817, 3.4368, 2.4995], [-4.8075, 4.0315, 3.6572], [-5.8275, 4.0929, 4.7555], [-5.3476, 4.9306, 5.9109], [-3.5478, 3.3527, 4.0430], [-2.3956, 3.2972, 2.9493], [-6.3441, 1.6468, 3.6477], [-4.8926, 1.3860, 2.7540], [-6.4289, 1.5597, 1.9127], [-4.8628, 3.5267, 1.6067], [-6.3836, 3.9167, 2.1197], [-6.0914, 3.0623, 4.9928], [-6.7257, 4.5561, 4.3471], [-6.0406, 4.7036, 6.7210], [-5.4003, 5.9949, 5.6818], [-4.3510, 4.7402, 6.3091], [-3.1214, 3.8842, 4.8938], [-3.7196, 2.3403, 4.4084], [-2.0780, 4.3271, 2.7862], [-1.5238, 2.7562, 3.3172], [-2.6960, 2.8679, 1.9935], [-4.2864, 6.6072, -7.6302], [-3.1103, 5.5878, -8.0432], [-1.7932, 5.7310, -7.3410], [-1.0047, 4.5027, -7.4322], [-0.6938, 4.0007, -8.8315], [-1.0318, 6.9585, -7.8372], [0.1317, 7.3408, -6.9447], [-5.1716, 6.5852, -8.2659], [-3.9104, 7.6298, -7.6596], [-4.6430, 6.6164, -6.6002], [-3.4872, 4.5899, -7.8189], [-2.8689, 5.5800, -9.1061], [-0.0353, 4.7126, -6.9801], [-1.5349, 3.7429, -6.8580], [-1.6461, 3.7593, -9.3036], [-0.1078, 4.6672, -9.4644], [-0.1066, 3.0927, -8.6942], [-1.7734, 7.7572, -7.8220], [-0.6079, 6.7490, -8.8193], [0.5842, 8.2826, -7.2550], [0.9150, 6.5994, -6.7868], [-0.2831, 7.6331, -5.9800], [-4.6796, -4.3721, -2.1842], [-5.2778, -3.0757, -2.5677], [-6.0706, -3.0884, -3.8177], [-7.2599, -3.8214, -3.7004], [-8.3638, -3.1243, -2.9496], [-5.3037, -3.5050, -5.0144], [-4.0095, -2.7424, -5.3157], [-4.5857, -4.5377, -1.1110], [-3.6430, -4.4836, -2.5024], [-5.1420, -5.2627, -2.6095], [-5.9225, -2.8247, -1.7253], [-4.5257, -2.2868, -2.5789], [-7.7160, -3.8733, -4.6890], [-7.1090, -4.8254, -3.3038], [-9.1625, -3.8661, -2.9502], [-8.0047, -2.8606, -1.9548], [-8.5823, -2.1971, -3.4793], [-5.8663, -3.5286, -5.9477], [-5.0250, -4.5550, -4.9250], [-4.2574, -1.6851, -5.4092], [-3.5344, -3.0833, -6.2355], [-3.3086, -2.8611, -4.4895]], "forces_ev_per_a": [[-0.97, -1.77, -0.61], [-1.69, -0.72, 0.29], [4.45, 2.62, -0.47], [1.10, -2.06, -0.43], [-2.61, 1.99, 0.70], [0.19, -0.29, -0.14], [0.36, -0.24, 0.01], [0.02, -0.42, -0.35], [-0.73, 0.28, 1.32], [-0.09, -0.89, -1.02], [-0.43, 0.85, -0.20], [0.13, -0.01, -0.01], [0.11, 0.29, 0.43], [-0.02, -0.06, -0.01], [-0.08, 0.01, 0.00], [0.05, -0.05, -0.36], [0.63, 0.06, 0.05], [0.25, 0.15, 0.20], [-0.20, -0.01, -0.06], [1.36, -0.70, -0.11], [0.84, 0.79, 0.61], [1.15, -1.60, -0.13], [-0.72, 1.42, -0.46], [-0.43, -0.29, 0.23], [-0.11, 0.39, 0.35], [-0.33, 0.03, -0.21], [-0.27, 0.20, -0.02], [0.04, -0.05, 0.07], [-1.17, 0.02, -0.63], [0.11, -0.30, 0.22], [-0.53, 0.39, 0.07], [-0.17, -0.08, -0.04], [1.36, -0.60, -0.35], [-1.11, 0.06, 1.16], [0.14, 0.25, -1.08], [0.62, 0.97, 0.64], [-1.21, -0.35, -0.43], [0.19, 0.04, 0.03], [0.29, -0.04, -0.46], [0.23, -0.20, -0.18], [0.20, 0.15, 0.01], [0.11, -0.22, 0.08], [-0.20, -0.17, 0.27], [-0.26, 0.07, 0.32], [-0.34, 0.04, 0.01], [-2.21, -0.73, -0.22], [-0.24, -0.25, -0.71], [-0.31, -0.67, 0.62], [0.73, 1.10, -0.37], [0.60, -1.40, 0.17], [0.06, 0.10, 0.56], [-0.19, 0.07, 0.10], [0.07, 0.38, -0.23], [0.33, 0.11, -0.04], [0.03, -0.01, -0.34], [0.28, 0.55, 0.29], [0.16, 0.66, -0.25], [0.72, 0.11, 0.41], [0.48, -0.35, -0.75], [0.17, -1.29, -0.05], [-0.69, 0.61, -0.42], [1.69, 0.03, -1.04], [-0.52, -0.04, 0.77], [0.43, -0.08, -0.68], [-1.18, 0.73, 0.79], [-0.12, 0.58, 0.01], [0.01, -0.22, -0.13], [0.05, -0.01, -0.11], [0.50, -0.32, 0.07], [-0.16, 0.72, 0.97], [-0.04, 0.03, 0.71], [0.05, 0.00, -0.13], [0.01, 0.37, 0.30], [-0.06, -0.05, -0.06], [-0.02, -0.30, -0.27], [-0.11, 0.11, -0.09], [-0.19, -0.35, 0.01], [0.04, 0.06, -0.23], [-0.20, -0.13, 0.16], [-0.14, -0.09, 0.11], [1.89, 0.41, -0.46], [-0.63, 0.35, 0.99], [-0.65, 1.58, 0.45], [0.63, 0.58, -0.09], [-0.49, -0.49, 0.14], [-0.30, -1.46, 0.69], [-0.41, 0.69, 0.79], [0.25, -0.37, -0.11], [0.13, 0.17, -0.58], [0.05, -1.07, 0.37], [0.11, -0.13, 0.03], [-0.66, 0.46, -0.26], [-0.16, -0.14, 0.50], [0.16, -0.17, -0.05], [0.29, -0.22, -0.42], [-0.14, 0.15, 0.16], [-0.10, -0.12, -0.27], [0.28, 0.06, -0.48], [-0.51, 0.19, -0.39], [0.16, -0.19, -0.49], [-0.16, -0.02, -0.22], [0.02, -0.30, 0.48], [1.85, -1.90, 0.18], [-0.88, 0.63, -0.09], [2.03, 1.45, -0.73], [-1.47, -0.22, -0.67], [0.76, -0.01, 0.40], [0.85, -0.65, 0.05], [-0.61, 0.36, 0.77], [-0.42, 0.17, 0.13], [0.20, 0.20, -0.34], [-0.45, 0.14, 0.09], [-0.43, 0.42, -0.36], [-0.01, 0.03, -0.29], [0.44, -0.64, -0.34], [-0.03, -0.42, -0.03], [-0.46, 0.58, 0.40], [-0.53, -0.11, 0.25], [-0.44, -0.11, 0.08], [-0.77, 0.53, 0.36], [0.14, -0.51, 0.25], [0.21, 0.14, -0.06], [-0.15, -0.11, 0.05], [0.17, 0.07, -0.08]], "max_force_ev_per_a": 5.2, "homo_ev": -9.5, "total_energy_ev": -74787.629, "charge": 1, "multiplicity": 1}

---

Looking at frontier orbital gap for the records above, in order, we have 8.6, 8.7, 2.9 eV.
Looking at energy above the lowest of the compared OMol25 structures with the same formula, charge and spin for the records above, in order, we have 157.0, 538.3, 954.1 kJ/mol.